A 2-piece molecular cluster, C6H10O overall. Source: the Open Molecules 2025 dataset; level of theory: ωB97M-V with the def2-TZVPD basis set.

Positions of all 17 atoms, in Å:
C 2.08080 0.46432 0.85854
C 0.86352 0.21044 0.40151
C -0.00676 -1.00070 0.29691
C -1.28939 -0.73453 1.03685
C -1.11867 -0.14872 -0.32494
C -0.19539 1.07255 -0.29732
O -0.62371 2.28067 0.27027
H 2.71125 -0.31485 1.27740
H 2.49419 1.46842 0.81946
H 0.30451 -2.00468 0.02871
H -1.28646 -0.11518 1.93354
H -1.97343 -1.57739 1.09082
H -1.78266 -0.40704 -1.14380
H 0.13188 1.32331 -1.31174
H -0.88315 2.10145 1.18292
H 0.23048 -1.25638 -2.69560
H 0.34300 -1.36168 -3.42351

Properties
2S+1	1
SMILES	C=C1[C@H]2C[C@H]2[C@H]1O.[H][H]
total energy	-8428.4007	eV
M	98.14	u
energy relative to the best compared isomer or geometry (same formula, charge and spin)	65.5	kcal per mole

---

A 7-piece molecular cluster, C16H44F6O14PS6 overall at a distorted geometry. Source: the Open Molecules 2025 dataset; level of theory: ωB97M-V with the def2-TZVPD basis set.

Positions of all 87 atoms, in Å:
P 0.15568 0.19610 -0.00666
F -0.43518 1.40720 0.92480
F 1.47672 0.20713 0.91972
F -0.50514 -0.88026 1.03252
F 0.69076 -1.01400 -0.91121
F -1.24349 0.21787 -0.82121
F 0.82326 1.25144 -1.00674
O 0.32552 -4.11452 -5.50570
S 0.97255 -4.63253 -4.34171
O 1.07421 -6.00688 -4.12198
O 2.44504 -4.06264 -4.33529
C 2.63066 -2.71288 -4.80815
C 4.09145 -2.37671 -4.82232
C 0.26678 -3.87018 -2.93289
H 2.11267 -2.00766 -4.14692
H 2.16939 -2.57491 -5.78378
H 4.55898 -2.29448 -3.84340
H 4.14629 -1.37105 -5.25915
H 4.68896 -3.01646 -5.47014
H 0.81729 -4.12875 -2.02858
H -0.72425 -4.29759 -2.80599
H 0.33040 -2.79441 -3.06859
O -5.59556 0.93510 0.44195
S -4.98026 0.79020 1.71569
O -5.26345 1.71212 2.76511
O -5.39615 -0.63565 2.31477
C -5.50352 -1.70785 1.38194
C -5.10482 -2.99986 2.05223
C -3.21894 0.58120 1.55955
H -4.85474 -1.54324 0.51120
H -6.49333 -1.79357 0.93049
H -5.28070 -3.83371 1.37221
H -5.71594 -3.14897 2.94744
H -4.07188 -3.03954 2.39794
H -2.88786 1.15344 0.69652
H -2.99893 -0.47438 1.46408
H -2.80108 1.10663 2.41357
O 0.88412 6.30516 3.39254
S 0.13423 5.46476 2.51671
O -1.24912 5.65631 2.25679
O 0.92604 5.54666 1.15123
C 0.41679 4.73408 0.05926
C 1.23916 5.07841 -1.16316
C 0.41958 3.79794 2.96563
H -0.62155 5.01669 -0.10065
H 0.52765 3.67708 0.30382
H 0.96455 6.07122 -1.52415
H 1.06519 4.35535 -1.95898
H 2.30710 5.10270 -0.94704
H 0.35263 3.68649 4.05006
H 1.40190 3.44170 2.66480
H -0.32286 3.09059 2.59922
O -0.08114 0.51408 -6.46751
S -0.69794 0.94382 -5.25759
O -1.68233 1.97843 -5.25434
O -1.32543 -0.35502 -4.63509
C -2.41856 -0.21456 -3.71419
C -2.61711 -1.51307 -2.97191
C 0.55406 1.30118 -4.08284
H -3.32142 -0.05075 -4.31066
H -2.34816 0.61650 -3.01464
H -2.63958 -2.35692 -3.66229
H -3.53115 -1.54221 -2.37779
H -1.81717 -1.64361 -2.23967
H 1.29042 0.50318 -4.13347
H 0.09537 1.37823 -3.10155
H 1.06580 2.22786 -4.33620
C -0.34298 -3.12523 3.24204
S 0.23440 -2.43056 4.78557
O 1.58104 -3.02536 4.96282
C 0.37670 -0.74450 4.20215
H -1.30283 -2.71579 2.92040
H -0.45981 -4.19367 3.42914
H 0.35738 -3.00084 2.41763
H -0.62889 -0.34984 4.02745
H 0.89501 -0.61411 3.25121
H 0.84856 -0.11501 4.95518
C 6.09539 1.40434 4.67790
S 5.20129 0.39242 3.49118
O 5.42588 -1.00080 3.92565
C 3.53552 0.86082 4.01929
H 5.94054 0.98799 5.67530
H 5.80709 2.45522 4.68952
H 7.15676 1.33716 4.43936
H 2.89950 0.70041 3.15014
H 3.49785 1.89695 4.35595
H 3.20915 0.24231 4.85445

Properties
net charge	-1
2S+1	1
total energy	-136582.1914	eV
M	797.88	u
energy relative to the best compared isomer or geometry (same formula, charge and spin)	0.0	kcal per mole

---

An isolated ion of composition C6H13N2 and charge +1 at a distorted geometry. Source: the Open Molecules 2025 dataset; level of theory: ωB97M-V with the def2-TZVPD basis set.

Positions of all 21 atoms, in Å:
C 1.68118 1.79980 -0.72051
C 1.23136 0.54499 -0.77771
N 1.35457 -0.46866 0.14560
C 2.85919 -0.66556 0.42644
C 0.34207 -1.22024 0.56432
N -0.99993 -0.94770 0.58019
C -1.60143 0.26321 -0.05289
C -3.09719 -0.04441 -0.35882
H 1.97419 2.31719 0.15076
H 1.71783 2.44619 -1.59291
H 0.88904 0.09028 -1.66622
H 3.20322 -1.73775 0.48700
H 3.05236 -0.34386 1.48909
H 3.29972 0.03221 -0.29620
H 0.62750 -2.14990 1.01882
H -1.65988 -1.51849 1.01041
H -1.23183 0.49758 -0.98197
H -1.51450 1.13930 0.70155
H -3.28647 -0.45185 -1.32865
H -3.50673 0.91991 -0.28514
H -3.41293 -0.61836 0.51428

Properties
net charge	+1
2S+1	1
SMILES	C=C/[N+](C)=C\NCC
total energy	-9404.5508	eV
M	113.18	u
energy relative to the best compared isomer or geometry (same formula, charge and spin)	53.4	kcal per mole

---

What is the total energy in the second record? -136582.1914 eV